Entry 1:
The following is a DFT calculation (ωB97M-V with the def2-TZVPD basis set) of a cluster of 4 separate species, C54H87Br2ClN3O9PSi in total.

Last column: Löwdin charge in e.
Cartesian coordinates (Å):
C (1.741367, -1.055397, 2.810893)  -0.09
C (2.587561, -1.796868, 1.766253)  -0.23
C (2.981472, -0.892712, 0.556479)  -0.14
C (3.123014, -1.796866, -0.654950)  -0.16
C (4.299071, -2.521114, -0.741951)  -0.01
C (4.471256, -3.347801, -1.811057)  -0.11
C (3.519787, -3.516972, -2.805300)  -0.30
P (3.922899, -4.701473, -4.170420)  0.65
O (4.039732, -3.815914, -5.551880)  -0.33
Cl (5.911712, -5.338898, -3.844964)  0.20
C (2.327147, -2.813298, -2.713856)  -0.07
C (2.168019, -1.930680, -1.631676)  -0.03
C (0.896388, -1.138200, -1.596616)  -0.23
O (0.799163, 0.016315, -1.219031)  0.09
C (-0.331696, -1.840974, -2.102932)  -0.08
C (-1.522717, -1.529255, -1.514131)  0.05
C (-2.664468, -2.159540, -1.970631)  -0.19
C (-3.972859, -1.738563, -1.322169)  -0.11
C (-4.314079, -0.299260, -1.868716)  -0.17
C (-4.411681, 0.761431, -0.754414)  -0.19
C (-3.915402, 2.163980, -1.238896)  -0.20
C (-2.724317, 2.618007, -0.379299)  -0.21
C (-1.948735, 3.812737, -0.969949)  -0.21
C (-0.817050, 4.212074, 0.029974)  -0.25
C (0.421124, 3.295480, -0.170157)  -0.24
Si (1.484466, 3.809567, -1.660295)  0.62
C (1.121156, 2.734582, -3.191357)  -0.16
C (1.180735, 5.616673, -2.143398)  -0.18
C (3.301561, 3.571412, -1.177563)  -0.25
C (3.909543, 2.332769, -1.269472)  -0.11
C (5.228163, 2.137270, -0.944302)  -0.10
C (5.989755, 3.190014, -0.497873)  -0.10
C (5.409966, 4.432424, -0.392336)  -0.10
C (4.092967, 4.612655, -0.724644)  -0.11
C (-2.555935, -3.112974, -2.964570)  -0.26
C (-3.816565, -3.796103, -3.389484)  -0.69
Br (-4.748643, -3.101073, -4.906702)  0.79
C (-4.336552, -4.839368, -2.747341)  -0.73
C (-5.607055, -5.551481, -3.116401)  -0.16
Br (-3.442554, -5.485338, -1.172305)  0.79
C (-1.334177, -3.419269, -3.548179)  0.06
C (-0.203299, -2.755422, -3.129223)  -0.06
C (1.184854, -2.940998, -3.713579)  -0.24
O (1.367414, -3.194501, -4.891311)  0.11
H (2.375278, -0.412955, 3.428924)  0.05
H (0.891588, -0.516502, 2.385829)  0.08
H (1.328205, -1.818024, 3.484644)  0.07
H (1.944871, -2.585178, 1.346962)  0.11
H (3.442668, -2.315985, 2.209568)  0.11
H (2.169543, -0.179013, 0.442830)  0.09
H (3.927822, -0.378399, 0.740654)  0.11
H (5.059717, -2.397341, 0.020330)  0.13
H (5.409744, -3.889953, -1.881669)  0.05
H (4.464797, -4.409604, -6.187578)  0.04
H (-1.544460, -0.795024, -0.715531)  0.14
H (-3.786027, -1.641702, -0.249957)  0.11
H (-4.781318, -2.436238, -1.533730)  0.10
H (-5.215014, -0.366975, -2.485900)  0.11
H (-3.515747, 0.015179, -2.549822)  0.10
H (-3.817642, 0.516349, 0.128907)  0.10
H (-5.472299, 0.877950, -0.505832)  0.11
H (-3.679829, 2.163105, -2.308838)  0.11
H (-4.706837, 2.912799, -1.103845)  0.10
H (-3.061772, 2.946105, 0.610370)  0.11
H (-2.014103, 1.785409, -0.292481)  0.10
H (-1.483537, 3.575332, -1.935463)  0.09
H (-2.600742, 4.682836, -1.120495)  0.11
H (-1.210191, 3.973783, 1.025940)  0.10
H (-0.559257, 5.270352, -0.052489)  0.09
H (0.099845, 2.255075, -0.283514)  0.05
H (1.070250, 3.335843, 0.715137)  0.07
H (1.017150, 3.361494, -4.080229)  0.03
H (0.200203, 2.180537, -2.978201)  0.02
H (1.899388, 1.978145, -3.328518)  0.02
H (1.303750, 6.312275, -1.309275)  0.03
H (1.807880, 5.869689, -3.003517)  0.04
H (0.138056, 5.677687, -2.485312)  0.03
H (3.313038, 1.483700, -1.598650)  0.09
H (5.633254, 1.134158, -1.051859)  0.10
H (7.026050, 3.012317, -0.228256)  0.10
H (6.035040, 5.251255, -0.049112)  0.10
H (3.702901, 5.623892, -0.626996)  0.10
H (-5.949956, -6.112407, -2.241217)  0.06
H (-6.414194, -4.879376, -3.409272)  0.06
H (-5.431574, -6.301238, -3.894948)  0.09
H (-1.261470, -4.143341, -4.354650)  0.14
C (1.040600, -6.834152, -5.159004)  -0.13
O (0.506767, -6.950484, -3.859392)  -0.20
C (-0.827865, -7.431934, -3.837835)  -0.22
C (-0.892074, -8.827459, -3.252134)  -0.21
N (-0.298480, -9.809668, -4.152497)  -0.05
C (-0.094808, -11.125643, -3.550909)  -0.20
C (0.874456, -11.229197, -2.374096)  -0.23
O (2.228317, -10.986300, -2.711113)  -0.18
C (2.613671, -9.621803, -2.723246)  -0.10
H (1.990523, -6.318660, -5.073285)  0.01
H (1.220966, -7.818180, -5.606658)  0.08
H (0.379723, -6.250906, -5.808608)  0.09
H (-1.287873, -7.395486, -4.831592)  0.13
H (-1.387956, -6.761637, -3.192452)  0.08
H (-1.938620, -9.094312, -3.073485)  0.12
H (-0.377033, -8.800389, -2.282787)  0.11
H (0.598094, -9.463729, -4.467855)  0.07
H (0.279410, -11.778094, -4.344078)  0.12
H (-1.067092, -11.525881, -3.245660)  0.12
H (0.841387, -12.264415, -2.022817)  0.12
H (0.569842, -10.611154, -1.521249)  0.11
H (2.064132, -9.031321, -1.985948)  0.09
H (2.488630, -9.188536, -3.718771)  0.07
H (3.675759, -9.574503, -2.480321)  0.09
C (3.730997, 2.024431, 3.904688)  -0.11
O (3.485134, 1.074815, 4.929795)  -0.22
C (4.663743, 0.455203, 5.433327)  -0.21
C (4.947974, 0.901689, 6.853814)  -0.21
N (5.374076, 2.295682, 6.897006)  -0.05
C (5.421851, 2.865493, 8.242319)  -0.20
C (4.111818, 2.969892, 9.021739)  -0.23
O (3.184345, 3.894051, 8.482073)  -0.18
C (2.360545, 3.389088, 7.445836)  -0.10
H (2.769056, 2.313839, 3.482961)  0.09
H (4.215640, 2.922922, 4.299471)  0.08
H (4.346471, 1.596869, 3.107470)  0.09
H (5.523513, 0.632326, 4.780307)  0.12
H (4.472561, -0.622582, 5.442042)  0.12
H (5.739498, 0.274362, 7.275015)  0.12
H (4.034500, 0.736915, 7.439667)  0.11
H (4.736393, 2.849642, 6.340809)  0.07
H (5.824910, 3.876182, 8.139529)  0.12
H (6.143579, 2.297031, 8.837541)  0.12
H (4.361083, 3.352151, 10.015485)  0.12
H (3.638259, 1.994404, 9.183641)  0.11
H (2.142299, 2.325963, 7.573269)  0.09
H (2.812643, 3.564375, 6.466129)  0.07
H (1.419498, 3.939535, 7.471862)  0.09
C (-5.251682, 9.119035, 0.066696)  -0.11
O (-5.613712, 9.110958, 1.435070)  -0.19
C (-6.954081, 8.696310, 1.675787)  -0.22
C (-6.989502, 7.344448, 2.361005)  -0.22
N (-6.567726, 6.280086, 1.457262)  -0.05
C (-6.335438, 4.994676, 2.112605)  -0.20
C (-5.216882, 4.911337, 3.150372)  -0.22
O (-3.914312, 5.064223, 2.614925)  -0.19
C (-3.482750, 6.402155, 2.456847)  -0.10
H (-4.277434, 9.598701, -0.015768)  0.09
H (-5.167943, 8.102520, -0.332219)  0.08
H (-5.971694, 9.687212, -0.528994)  0.09
H (-7.546745, 8.691447, 0.756298)  0.12
H (-7.395744, 9.436649, 2.348949)  0.12
H (-8.009981, 7.140703, 2.699310)  0.12
H (-6.343196, 7.406739, 3.245902)  0.10
H (-5.711124, 6.561439, 0.999009)  0.06
H (-6.102889, 4.277614, 1.320187)  0.11
H (-7.271148, 4.662868, 2.573760)  0.12
H (-5.244964, 3.901330, 3.569068)  0.12
H (-5.371410, 5.592202, 3.995350)  0.11
H (-3.893555, 7.071483, 3.216476)  0.09
H (-3.736342, 6.764442, 1.456767)  0.07
H (-2.395050, 6.413571, 2.539665)  0.09

Forces on the atoms, in the same order (eV/Å):
0.6 -0.8 0.5
-0.8 0.2 -0.6
-0.4 -0.8 0.5
0.7 1.4 1.1
-0.4 0.1 0.1
1.1 -0.7 0.0
1.0 0.2 -1.2
-1.3 -1.1 -0.4
0.7 0.1 0.8
-0.2 0.6 0.1
-0.5 0.2 -0.1
-1.0 0.1 -0.5
-0.5 0.4 -0.2
0.3 -0.5 0.0
1.5 0.6 0.6
-0.1 0.0 -0.1
-0.8 0.2 1.1
0.5 0.8 -0.8
0.4 -0.5 0.4
-0.6 1.0 -1.2
-0.2 0.0 0.8
0.3 0.6 -1.2
0.5 0.4 0.8
-0.2 -1.2 -0.3
0.1 0.7 -0.2
0.2 -0.2 -0.2
0.0 0.1 0.8
-0.3 -0.6 0.1
-0.6 0.3 -0.2
-0.8 -0.6 -0.3
0.2 -0.9 -0.1
0.6 -0.4 0.1
1.0 0.3 0.4
-0.4 1.0 0.1
-0.9 -0.2 -0.6
0.5 -0.5 0.3
0.3 0.0 0.2
-0.3 0.2 -0.3
0.0 -0.6 0.8
-0.2 0.1 -0.4
0.0 -0.1 -0.7
0.8 -0.2 -0.1
-0.2 -0.4 -0.4
-0.1 -0.1 1.1
-0.3 0.2 -0.1
0.3 0.1 -0.1
0.0 0.2 0.0
0.2 0.0 0.1
0.0 0.2 0.0
0.4 0.1 -0.2
-0.1 0.1 0.0
0.0 -0.1 -0.1
-0.1 0.1 -0.1
-0.1 0.2 -0.2
-0.1 0.0 -0.1
-0.3 -0.3 -0.1
0.1 0.0 0.2
0.0 0.3 0.2
-0.1 -0.2 0.0
-0.3 -0.3 0.0
0.2 -0.3 0.5
0.2 -0.1 0.2
0.0 -0.1 -0.1
0.0 -0.4 0.0
-0.1 0.1 0.2
-0.3 -0.1 0.0
-0.1 -0.2 0.0
0.0 0.6 0.0
0.0 -0.1 0.1
0.1 0.1 0.0
-0.1 0.0 -0.1
0.0 -0.2 0.0
0.0 0.1 -0.3
0.0 0.2 -0.2
0.1 0.1 -0.2
0.1 0.2 0.3
0.1 0.1 0.1
0.1 0.0 0.0
0.2 0.2 0.1
0.0 0.2 0.0
-0.2 0.1 0.0
-0.2 -0.1 -0.1
0.0 0.1 -0.2
0.2 0.1 -0.1
0.0 0.3 -0.1
-0.1 0.0 0.1
0.1 -0.1 -0.1
0.0 0.0 -0.1
-0.1 0.0 0.3
0.2 -0.1 -0.2
-0.1 0.0 0.2
0.1 0.1 -0.2
-0.1 -0.3 0.0
-0.1 0.2 0.1
0.2 -0.2 -0.1
0.0 0.0 0.0
-0.1 0.0 -0.1
0.0 0.0 0.0
0.1 -0.1 0.0
-0.2 0.1 0.2
0.0 0.0 0.0
-0.1 0.1 0.1
0.0 0.0 0.0
0.0 -0.1 0.1
0.0 0.0 0.1
0.0 0.0 0.0
0.0 0.1 -0.1
-0.1 0.0 -0.1
-0.1 0.2 0.1
0.0 -0.1 0.0
-0.2 0.0 0.1
0.2 0.2 -0.2
-0.2 -0.3 0.2
0.0 0.3 -0.1
-0.1 -0.1 0.1
0.0 0.1 -0.2
0.2 0.1 0.3
0.0 -0.2 0.0
0.0 0.3 0.0
0.0 -0.1 0.0
0.1 0.0 -0.1
0.0 0.1 0.0
0.0 0.2 0.0
0.0 0.0 0.0
0.0 0.0 0.0
0.0 -0.2 0.0
0.0 0.0 0.0
0.0 0.0 0.1
0.0 -0.1 0.0
0.0 0.0 0.0
0.0 0.0 -0.2
0.1 0.0 0.0
0.0 -0.2 -0.1
0.0 0.0 0.1
0.1 0.0 0.2
-0.1 0.0 -0.3
0.0 0.1 0.4
0.2 -0.1 -0.2
0.0 0.0 0.2
0.1 0.1 -0.3
-0.1 -0.3 0.1
-0.1 0.1 0.2
0.3 -0.1 -0.3
0.0 0.0 0.1
-0.1 0.0 -0.1
0.0 0.0 0.0
0.1 -0.1 -0.1
0.0 0.0 0.0
0.0 0.0 0.0
-0.1 0.1 0.1
0.0 0.0 0.0
0.0 -0.1 0.1
0.0 0.0 0.1
0.0 0.0 0.0
0.0 0.1 -0.1
-0.1 0.0 0.0
0.0 0.2 0.1
0.0 -0.1 0.0

Computed properties:
Structure (SMILES): CCCc1ccc(P(O)Cl)c2c1C(=O)c1cc(CCCCCCCC[Si](C)(C)c3ccccc3)c(/C(Br)=C(/C)Br)cc1C2=O.COCCNCCOC.COCCNCCOC.COCCNCCOC
Spin multiplicity: 1
Gap between HOMO and LUMO in eV: 7.8

=====

Entry 2:
The following is a DFT calculation (ωB97M-V with the def2-TZVPD basis set) of a structure of composition C32H37N11S2Zr.

Last column: Löwdin charge in e.
Cartesian coordinates (Å):
Zr (-0.067826, 0.221532, 0.447959)  1.52
C (2.633822, 1.848518, -0.595240)  -0.06
N (2.339902, 0.808115, 0.430477)  -0.28
C (2.939484, 1.299186, 1.717846)  -0.09
C (3.042736, -0.447743, 0.150113)  -0.24
C (4.346137, -0.462228, -0.326237)  -0.01
C (4.984484, -1.671099, -0.549319)  -0.05
C (4.310511, -2.852917, -0.281003)  -0.05
C (3.020829, -2.834727, 0.227093)  -0.03
C (2.380749, -1.618679, 0.479347)  -0.26
N (1.029768, -1.487028, 0.929429)  -0.13
C (0.403359, -2.700604, 1.364896)  -0.28
C (1.024321, -3.516566, 2.314461)  -0.04
C (0.468063, -4.731253, 2.670496)  -0.05
C (-0.716272, -5.148815, 2.072253)  -0.05
C (-1.369387, -4.313560, 1.184680)  -0.01
C (-0.840737, -3.062580, 0.860455)  -0.22
N (-1.597934, -2.085370, 0.074906)  -0.22
C (-2.989268, -2.033870, 0.601617)  -0.11
C (-1.732408, -2.534975, -1.335330)  -0.05
H (3.682462, 2.140065, -0.558302)  0.10
H (2.405247, 1.463312, -1.586024)  0.09
H (2.024008, 2.721760, -0.374363)  0.08
H (4.023796, 1.272714, 1.616240)  0.10
H (2.594724, 2.304500, 1.923703)  0.04
H (2.643151, 0.638256, 2.532543)  0.09
H (4.863932, 0.460906, -0.544915)  0.12
H (5.993690, -1.686666, -0.936039)  0.12
H (4.786222, -3.806340, -0.468098)  0.12
H (2.517840, -3.772331, 0.409694)  0.12
H (1.966567, -3.202506, 2.744935)  0.13
H (0.963235, -5.355719, 3.401724)  0.12
H (-1.144168, -6.111188, 2.317098)  0.12
H (-2.305539, -4.636898, 0.751710)  0.12
H (-3.465213, -3.008551, 0.512387)  0.09
H (-2.996638, -1.740461, 1.648140)  0.07
H (-3.557675, -1.310319, 0.027508)  0.05
H (-2.452981, -3.353286, -1.405892)  0.10
H (-2.083514, -1.706095, -1.951139)  0.10
H (-0.779262, -2.895032, -1.702260)  0.08
N (-0.716045, 4.722167, 1.460974)  0.11
C (-0.460163, 3.511363, 0.939824)  -0.82
S (0.045119, 2.290523, 2.085702)  0.65
N (-0.651367, 3.387044, -0.348785)  0.02
N (-0.434637, 2.113765, -0.827374)  -0.15
C (-0.488974, 1.997674, -2.112495)  -0.18
C (-0.736208, 3.116982, -3.045980)  -0.21
C (0.254078, 3.475213, -3.955178)  -0.04
C (0.041888, 4.534508, -4.826791)  -0.05
C (-1.166516, 5.213707, -4.808152)  -0.05
C (-2.162937, 4.844397, -3.911591)  -0.05
C (-1.945529, 3.806928, -3.022006)  -0.02
C (-0.111216, 0.668985, -2.662119)  -0.20
C (-0.252840, 0.379239, -4.003591)  0.03
C (0.286054, -0.809419, -4.488259)  0.01
C (0.928319, -1.663240, -3.615261)  -0.01
C (0.938907, -1.350891, -2.264451)  -0.11
N (0.410560, -0.220332, -1.782035)  0.00
H (-0.554207, 4.918254, 2.431304)  0.10
H (-0.961382, 5.471701, 0.834393)  0.12
H (1.199814, 2.945738, -3.982064)  0.12
H (0.816872, 4.824591, -5.523096)  0.11
H (-1.335893, 6.035447, -5.490889)  0.12
H (-3.107313, 5.371298, -3.901484)  0.11
H (-2.709738, 3.539220, -2.303598)  0.12
H (-0.728120, 1.091704, -4.660832)  0.13
H (0.215446, -1.045436, -5.541985)  0.13
H (1.393623, -2.579275, -3.950488)  0.13
H (1.374963, -2.024396, -1.543800)  0.10
C (-2.046982, -0.616692, 5.663666)  0.02
C (-2.667880, 0.044670, 4.493371)  -0.30
N (-3.779963, 0.704882, 4.487913)  0.17
N (-3.928294, 1.134356, 3.194951)  0.07
C (-2.933375, 0.763742, 2.396589)  -0.73
S (-2.707909, 1.083841, 0.755131)  0.71
N (-2.124004, 0.054191, 3.220498)  -0.09
N (-0.926978, -0.500456, 2.766756)  0.04
H (-2.688967, -0.461897, 6.526789)  0.10
H (-1.067894, -0.186966, 5.882722)  0.09
H (-1.932611, -1.689298, 5.500659)  0.09
H (-4.727337, 1.690979, 2.935795)  0.17
H (-0.967848, -1.517149, 2.837370)  0.11
H (-0.172751, -0.163132, 3.360387)  0.10

Forces on the atoms, in the same order (eV/Å):
-0.7 -0.2 1.0
-0.1 -0.1 0.2
0.2 0.0 -0.1
-0.2 -0.2 -0.1
0.2 0.4 0.0
-0.1 -0.2 -0.1
0.0 0.0 0.0
0.0 0.0 0.0
0.1 0.0 0.0
-0.5 -0.2 0.1
0.4 -0.3 -0.1
0.4 0.4 0.0
-0.1 -0.1 0.0
0.0 0.0 0.0
0.0 0.0 0.0
0.0 0.1 0.0
-0.2 -0.1 0.1
0.0 -0.1 0.0
0.1 0.1 -0.1
0.1 0.0 0.1
0.0 0.1 0.0
0.0 0.0 0.0
0.0 0.0 -0.1
0.0 0.1 0.1
0.1 0.0 0.0
0.0 0.0 0.0
0.0 0.0 0.0
0.0 0.0 0.0
0.0 0.0 0.0
0.0 0.0 0.0
0.0 0.0 0.0
0.0 0.0 0.0
0.0 0.0 0.0
0.0 0.0 0.0
-0.1 0.0 0.0
0.0 0.0 0.0
0.0 0.0 0.0
0.0 0.0 0.0
0.0 0.0 0.0
0.0 0.0 0.0
0.1 0.0 -0.1
-0.4 0.2 0.2
0.0 -0.2 -0.3
0.2 -0.5 0.2
0.2 0.6 -0.2
0.3 -0.2 -0.2
-0.2 -0.1 0.1
0.0 0.1 -0.1
0.0 0.0 0.0
-0.1 0.0 0.0
0.0 0.0 0.0
0.0 0.0 0.0
-0.3 0.3 0.2
0.2 -0.1 -0.1
-0.1 0.1 -0.1
0.1 -0.1 0.2
-0.1 0.1 -0.1
-0.1 0.1 -0.1
0.0 0.0 0.0
0.0 0.0 0.0
0.0 0.0 0.0
0.0 0.0 0.0
0.0 0.0 0.0
0.0 0.0 0.0
0.0 0.0 0.0
0.0 0.0 0.0
0.0 0.0 0.0
0.0 0.0 0.0
0.0 0.0 0.0
0.0 0.0 0.0
-0.2 0.1 0.2
0.1 0.0 -0.2
0.0 0.0 0.1
-0.1 0.1 -0.2
0.1 0.0 -0.1
0.2 0.0 -0.2
0.0 0.1 0.0
0.0 0.0 0.0
0.0 0.0 0.0
0.0 0.0 0.0
0.0 0.0 0.0
0.0 -0.1 0.0
0.1 -0.1 0.1

Computed properties:
Net charge: +2
Spin multiplicity: 1
Relative energy (zero: lowest compared OMol25 entry of this formula, charge and spin) in kJ/mol: 47.5
Gap between HOMO and LUMO in eV: 6.8